(1)
{
  "formula": "C53H39F3MnN2O7Sb",
  "method": "wB97M-V/def2-TZVPD",
  "gap_ha": [0.29705, 0.29872],
  "lumo_ev": [2.183, 2.170],
  "charge": -1,
  "energy_ha": -4370.1870,
  "e_above_lowest_kcal_mol": 0.00,
  "multiplicity": 6,
  "s_squared": 8.756,
  "elements": ["Mn", "O", "C", "C", "O", "O", "C", "C", "C", "C", "C", "C", "C", "C", "C", "C", "C", "C", "H", "H", "H", "H", "H", "H", "H", "H", "H", "H", "H", "C", "C", "C", "C", "C", "C", "C", "C", "H", "H", "H", "H", "H", "N", "C", "O", "C", "C", "C", "C", "N", "C", "H", "H", "H", "H", "H", "H", "F", "C", "C", "C", "C", "C", "C", "Sb", "C", "C", "C", "C", "F", "C", "C", "C", "C", "C", "C", "F", "C", "C", "H", "H", "H", "H", "H", "H", "H", "H", "H", "H", "H", "H", "O", "C", "C", "C", "C", "C", "C", "C", "O", "O", "H", "H", "H", "H", "H"],
  "xyz": [[0.37705, -1.14197, 0.90040], [0.48784, 0.48266, 2.71837], [0.33638, 1.82826, 2.36138], [-0.02819, 1.85680, 0.84137], [-0.53849, 2.86035, 0.31307], [0.21862, 0.77732, 0.20215], [-0.85808, 2.52928, 3.11922], [-2.13079, 2.19854, 2.61918], [-3.17474, 2.33350, 3.52055], [-2.99654, 3.06485, 4.72596], [-1.73731, 3.54897, 5.08583], [-0.63880, 3.16416, 4.28784], [1.59553, 2.62344, 2.54274], [1.68878, 3.88112, 1.97755], [2.89791, 4.58772, 1.95802], [4.03806, 3.92079, 2.46640], [3.93830, 2.72481, 3.12783], [2.72105, 2.05422, 3.14234], [-0.13391, 0.16494, 3.42393], [-2.18115, 1.63649, 1.71184], [-4.11101, 1.94691, 3.23840], [-3.92769, 3.26386, 5.30149], [-1.58054, 4.18994, 5.88459], [0.41136, 3.23747, 4.66132], [0.76277, 4.36404, 1.60209], [2.93404, 5.50459, 1.39493], [5.04284, 4.35882, 2.41076], [4.79635, 2.24133, 3.57292], [2.70776, 1.08153, 3.56437], [1.28725, -2.15303, -0.71560], [2.07824, -2.94128, -1.20496], [2.87542, -3.88384, -1.98181], [2.66270, -5.23816, -1.96473], [3.46953, -6.04744, -2.72562], [4.54143, -5.56876, -3.46390], [4.81796, -4.20167, -3.42731], [3.97797, -3.33718, -2.70810], [1.86980, -5.69640, -1.42646], [3.24988, -7.08203, -2.63591], [5.20270, -6.18440, -4.07641], [5.66383, -3.76197, -3.94551], [4.00676, -2.27876, -2.80083], [6.06532, -2.78147, 0.26023], [6.13156, -2.43200, 1.57981], [7.16873, -2.40806, 2.19799], [4.84014, -2.12734, 2.29178], [4.88640, -2.35912, 3.67787], [3.70107, -2.24171, 4.39719], [2.52118, -1.96108, 3.74234], [2.43090, -1.84584, 2.41272], [3.60484, -1.85949, 1.72172], [6.88710, -2.75127, -0.23754], [5.18272, -2.63819, -0.26147], [5.84017, -2.57865, 4.19019], [3.67950, -2.30456, 5.51466], [1.62265, -1.82720, 4.34433], [3.48964, -1.88061, 0.58161], [-2.97841, -1.46716, -8.85516], [-2.54483, -1.23487, -7.56108], [-2.73018, -2.14526, -6.54631], [-2.35494, -1.79431, -5.29608], [-1.60553, -0.63628, -5.00990], [-1.34531, 0.21210, -6.07832], [-1.83067, -0.07343, -7.35970], [-0.96045, -0.38261, -2.98034], [-2.86806, 0.37755, -2.21726], [-3.02682, 0.49124, -0.86350], [-4.07247, 1.24570, -0.34119], [-4.90631, 1.89246, -1.24830], [-5.98898, 2.55923, -0.70335], [-4.78651, 1.79723, -2.62995], [-3.74227, 1.01429, -3.09564], [-0.10686, 1.64669, -3.39085], [1.26253, 1.84457, -3.63416], [1.83435, 2.96525, -4.17881], [1.00348, 4.01957, -4.49132], [1.51463, 5.18050, -4.92154], [-0.34311, 3.95159, -4.18086], [-0.87943, 2.80792, -3.59609], [-3.28712, -3.03544, -6.86615], [-2.71330, -2.38627, -4.39557], [-0.86181, 1.13409, -5.95513], [-1.75487, 0.71743, -8.20466], [-2.49063, -0.15517, -0.19394], [-4.36793, 1.41472, 0.70185], [-5.41485, 2.40243, -3.25866], [-3.53368, 0.91463, -4.14938], [1.90350, 1.08908, -3.22904], [2.94303, 3.10530, -4.32477], [-0.97661, 4.76321, -4.35912], [-1.94546, 2.74026, -3.38702], [-2.97520, -1.27513, 5.47994], [-3.79986, -1.32359, 4.42709], [-5.12521, -1.00698, 4.64682], [-6.06991, -0.99206, 3.59688], [-5.68630, -1.30437, 2.31212], [-4.30470, -1.58035, 2.12188], [-3.36403, -1.62574, 3.13523], [-1.86259, -1.65990, 2.84539], [-1.07901, -1.49888, 3.79949], [-1.45453, -1.76718, 1.62764], [-2.06818, -1.24921, 5.08379], [-5.47825, -0.80347, 5.62193], [-7.12129, -0.60457, 3.62414], [-6.33935, -1.34603, 1.42797], [-3.98855, -1.85201, 1.03787]],
  "forces_ev_per_angstrom": [[0.365, 0.298, 0.306], [-0.257, -0.840, 1.174], [-1.665, 1.813, -0.271], [-0.587, 0.723, -1.540], [0.738, -0.835, 1.036], [0.003, -0.226, 0.057], [0.988, -2.152, -2.162], [0.337, -0.222, 2.326], [1.199, 1.100, -0.050], [-0.600, 0.111, -0.341], [-0.601, -1.449, -2.056], [0.489, 0.413, 1.714], [1.015, -1.015, 0.084], [-0.341, 1.688, 0.107], [0.088, -1.934, -0.044], [0.447, 1.645, -0.107], [-0.577, -0.525, -0.142], [-0.053, 0.754, -0.421], [0.504, 0.377, -0.746], [-0.407, -0.034, -0.426], [-1.273, -0.337, -0.030], [1.014, -0.054, -0.181], [0.093, 0.851, 1.687], [-1.022, 0.393, -0.373], [0.807, -0.521, 0.023], [0.258, 0.294, 0.199], [-0.512, 0.133, -0.117], [0.160, 0.103, -0.038], [-0.377, -0.764, 0.303], [0.126, -0.017, 0.777], [0.041, -0.936, -1.120], [0.632, 2.428, 0.538], [0.325, -0.017, -0.499], [0.524, -0.277, -0.111], [0.539, 0.493, -0.098], [-0.661, 0.787, 0.452], [-0.849, -2.075, -0.210], [-0.582, 0.001, 0.526], [0.079, -0.937, -0.398], [-0.374, -0.171, 0.351], [-0.061, -0.235, -0.175], [0.453, 0.723, 0.139], [-3.240, 0.462, 0.981], [-0.632, 0.353, -0.672], [0.784, -0.056, 0.176], [0.038, -0.782, 1.040], [-0.177, 0.444, 0.333], [0.769, 0.156, 1.214], [-0.423, 0.107, -0.275], [1.007, 0.696, -0.449], [-1.027, -1.221, -1.480], [2.038, -0.055, -1.242], [1.042, -0.287, 0.510], [-0.633, 0.085, -0.558], [0.117, -0.114, -1.194], [-0.112, -0.131, -0.464], [-0.033, 0.472, 1.781], [0.070, -0.240, 1.191], [1.026, 0.791, -1.266], [-1.545, -0.760, -2.164], [0.159, -0.239, 3.113], [-0.541, -0.247, -0.530], [-0.796, -0.907, -0.571], [-0.204, 1.654, -1.131], [0.287, 1.200, 0.518], [0.890, -0.018, -1.468], [-0.981, -0.345, 1.233], [-0.979, 0.792, -0.493], [-0.570, -0.220, 0.518], [0.789, -0.152, -0.605], [0.227, 0.188, 0.823], [0.265, 0.140, 0.093], [-0.150, 1.006, -0.296], [-0.363, -1.486, 0.862], [1.390, 1.056, -0.463], [-0.640, -0.413, 0.887], [0.198, 0.288, -0.479], [0.473, -0.940, 0.375], [-0.155, -1.345, -0.528], [0.191, 0.157, 0.747], [0.657, 0.318, -1.341], [0.804, 1.089, 0.372], [0.021, -1.636, 1.497], [0.683, 0.153, 0.309], [0.600, -0.513, -0.274], [-0.275, -0.138, -0.243], [-0.236, 0.137, -0.259], [0.579, -0.567, -0.286], [-1.332, -0.396, 0.271], [-0.735, 1.282, -0.254], [0.166, 0.372, -0.007], [0.193, 0.168, 0.171], [-0.227, 0.129, 0.480], [-1.710, -0.171, -1.291], [-0.646, 0.712, -0.223], [2.109, -0.545, -0.639], [-0.659, -1.013, -2.739], [0.821, 0.574, -0.768], [-0.299, -0.100, -1.503], [0.330, 0.163, 0.621], [-0.850, 0.042, 1.050], [0.103, -0.332, 0.105], [0.009, 0.346, 0.967], [0.993, -0.581, 0.990], [0.179, 0.226, 0.709], [-0.263, 0.639, 2.072]]
}

(2)
{
  "formula": "C53H40As2N3NiS2",
  "method": "wB97M-V/def2-TZVPD",
  "gap_ha": [0.25092, 0.24986],
  "lumo_ev": [-3.269, -3.252],
  "charge": 1,
  "energy_ha": -8983.9059,
  "elements": ["Ni", "S", "C", "C", "C", "C", "C", "C", "N", "C", "C", "C", "C", "C", "C", "C", "C", "N", "C", "C", "C", "C", "C", "S", "C", "H", "H", "H", "H", "H", "H", "H", "H", "H", "H", "H", "H", "C", "C", "As", "C", "C", "C", "C", "C", "C", "C", "C", "C", "C", "C", "C", "As", "C", "C", "C", "C", "C", "C", "C", "C", "C", "C", "C", "C", "H", "H", "H", "H", "H", "H", "H", "H", "H", "H", "H", "H", "H", "H", "H", "H", "H", "H", "H", "H", "H", "H", "H", "H", "N", "C", "C", "C", "C", "C", "C", "C", "H", "H", "H", "H"],
  "xyz": [[-0.13961, -0.34157, 0.30256], [-2.62096, -6.99620, -0.49952], [-1.36798, -8.14009, -0.32151], [-0.16006, -7.54376, -0.13042], [-0.25749, -6.12783, -0.12457], [-1.53581, -5.67788, -0.31138], [-1.99282, -4.28303, -0.35522], [-1.08343, -3.26636, -0.00212], [-1.37288, -1.98203, -0.00315], [-2.64066, -1.62099, -0.30423], [-3.61634, -2.53771, -0.68907], [-4.93625, -2.05636, -1.01058], [-5.24555, -0.74959, -0.89718], [-4.26647, 0.20168, -0.43631], [-4.54374, 1.56026, -0.23874], [-3.57459, 2.40600, 0.25610], [-2.31881, 1.83873, 0.54703], [-2.00905, 0.57765, 0.32176], [-2.97426, -0.24112, -0.15428], [-3.78316, 3.84605, 0.46538], [-2.85880, 4.78186, 0.83945], [-3.39391, 6.09341, 0.92974], [-4.71663, 6.12797, 0.61440], [-5.31363, 4.58276, 0.20934], [-3.26004, -3.89371, -0.72518], [-1.59065, -9.19441, -0.36647], [0.76287, -8.08875, 0.00105], [0.59613, -5.47755, 0.01487], [-0.08204, -3.53093, 0.29147], [-5.68003, -2.77422, -1.33290], [-6.24165, -0.39394, -1.12855], [-5.53452, 1.93278, -0.47672], [-1.54719, 2.44881, 0.99451], [-1.82270, 4.55421, 1.04310], [-2.82188, 6.96567, 1.20949], [-5.37605, 6.98107, 0.59738], [-3.99947, -4.62503, -1.03330], [0.71797, 2.78022, -0.83442], [1.45819, 2.78953, 0.50525], [0.86287, 1.35727, 1.73148], [0.37541, 2.22064, 3.37814], [0.36543, 1.46708, 4.54915], [-0.07000, 2.04107, 5.73497], [-0.51394, 3.35678, 5.75353], [-0.52062, 4.10377, 4.58473], [-0.07795, 3.53536, 3.39758], [2.48624, 0.41084, 2.01117], [1.14662, -2.07650, 1.91647], [2.03853, -2.63251, 2.73471], [3.51237, -2.56643, 2.51887], [4.14001, -1.10260, 2.59224], [3.24097, 0.02797, 3.03366], [0.55253, 0.99431, -1.64130], [-0.53332, 1.44120, -3.18877], [-0.02322, 1.42907, -4.48147], [-0.84720, 1.74593, -5.55538], [-2.17675, 2.08014, -5.34554], [-2.69034, 2.09228, -4.05550], [-1.87302, 1.76759, -2.98343], [2.28699, 0.73465, -2.45516], [2.55127, -0.51777, -3.00266], [3.78471, -0.78679, -3.57712], [4.76682, 0.19404, -3.59996], [4.50788, 1.44651, -3.06107], [3.26825, 1.72006, -2.49520], [1.18524, 3.45197, -1.55395], [-0.31074, 3.12832, -0.72356], [1.35088, 3.75098, 1.00627], [2.52611, 2.62134, 0.36584], [0.69055, 0.43360, 4.53600], [-0.06608, 1.45767, 6.64655], [-0.85396, 3.79998, 6.68031], [-0.86603, 5.12963, 4.59621], [-0.06439, 4.13742, 2.49750], [0.09591, -2.18916, 2.16584], [1.69333, -3.15968, 3.61835], [4.02231, -3.29813, 3.13994], [5.13155, -1.11895, 3.03901], [3.18093, 0.39511, 4.04994], [1.01405, 1.17674, -4.66100], [-0.44311, 1.73531, -6.55944], [-2.81212, 2.33111, -6.18486], [-3.72750, 2.35300, -3.88383], [-2.28888, 1.77340, -1.98408], [1.79225, -1.28973, -2.97984], [3.98214, -1.76346, -3.99996], [5.73353, -0.01796, -4.03746], [5.26940, 2.21532, -3.08395], [3.08498, 2.70472, -2.08483], [6.32668, -3.73841, 0.83622], [5.29010, -3.24649, 0.89600], [3.96712, -2.61951, 0.97893], [4.08279, -1.08146, 1.05637], [2.72301, -0.41659, 0.77951], [1.51018, -1.37329, 0.60893], [1.92161, -2.46020, -0.35555], [3.06550, -3.10350, -0.12692], [4.89974, -0.62634, 0.49911], [2.79895, 0.19362, -0.11798], [1.28590, -2.76027, -1.18103], [3.39147, -3.93566, -0.73970]],
  "forces_ev_per_angstrom": [[-0.546, -0.019, 0.283], [-0.100, -0.052, 0.016], [-0.009, -0.028, -0.023], [-0.021, 0.093, 0.001], [0.135, -0.070, 0.044], [-0.054, 0.150, -0.048], [0.128, -0.103, 0.012], [-0.062, 0.100, -0.076], [0.253, -0.159, 0.144], [0.032, 0.098, -0.033], [-0.127, -0.046, -0.055], [0.096, -0.090, 0.024], [0.056, 0.119, 0.041], [-0.152, -0.005, -0.020], [-0.154, 0.004, -0.075], [0.096, 0.144, 0.083], [-0.036, -0.079, 0.111], [0.161, 0.026, -0.169], [0.013, -0.026, 0.012], [0.031, -0.156, -0.046], [0.053, 0.111, 0.041], [0.035, -0.088, -0.016], [-0.025, 0.018, -0.013], [-0.122, -0.002, 0.017], [-0.133, -0.062, -0.050], [0.006, 0.028, -0.007], [-0.015, 0.010, 0.002], [-0.003, -0.034, -0.015], [0.034, -0.025, 0.055], [0.007, 0.012, -0.005], [0.013, -0.003, -0.002], [0.027, 0.002, 0.007], [0.020, 0.031, -0.027], [0.006, 0.011, 0.004], [-0.010, -0.015, -0.001], [0.016, -0.017, -0.002], [0.020, 0.007, 0.014], [0.009, 0.030, 0.027], [-0.070, -0.017, -0.046], [0.172, -0.173, -0.039], [-0.148, 0.094, -0.034], [-0.057, 0.042, 0.043], [0.023, -0.027, -0.026], [0.005, 0.019, -0.004], [0.002, -0.022, -0.001], [0.062, 0.006, 0.104], [0.008, 0.190, 0.040], [0.241, -0.068, 0.020], [0.000, 0.018, -0.005], [0.007, 0.095, -0.059], [-0.112, -0.061, -0.015], [0.077, -0.178, 0.011], [0.112, 0.055, -0.174], [-0.061, 0.019, 0.041], [-0.042, 0.015, -0.052], [0.014, 0.002, 0.016], [0.006, -0.007, 0.003], [0.024, -0.002, 0.007], [-0.003, -0.027, -0.063], [-0.006, 0.029, -0.062], [0.078, 0.015, -0.008], [-0.008, 0.003, -0.005], [-0.002, 0.008, 0.010], [-0.033, -0.005, 0.001], [0.069, -0.055, 0.008], [0.020, 0.039, -0.001], [-0.021, 0.021, -0.003], [0.042, 0.019, -0.012], [0.021, -0.003, -0.020], [0.010, -0.016, -0.007], [-0.003, 0.005, -0.007], [0.002, -0.008, -0.010], [0.006, -0.013, 0.000], [-0.031, 0.011, -0.002], [0.003, 0.044, 0.007], [-0.001, 0.005, -0.020], [0.046, 0.006, -0.010], [0.009, 0.000, -0.004], [-0.022, 0.002, -0.010], [-0.005, 0.006, 0.008], [-0.004, 0.001, 0.007], [0.008, -0.005, 0.005], [0.009, -0.001, 0.000], [0.007, 0.012, -0.029], [-0.021, -0.017, -0.007], [-0.002, 0.009, 0.004], [-0.007, 0.005, 0.000], [-0.005, -0.008, 0.003], [0.001, 0.003, -0.003], [-0.060, 0.044, 0.011], [-0.107, -0.005, 0.000], [0.100, -0.130, 0.044], [-0.022, -0.016, 0.043], [0.169, -0.103, -0.023], [-0.224, 0.128, 0.131], [0.062, -0.060, 0.029], [-0.009, 0.045, 0.070], [-0.017, 0.036, -0.013], [-0.003, 0.008, -0.112], [0.004, 0.024, -0.027], [0.011, 0.032, -0.007]]
}